This record from OMol25 describes a structure of composition C21H61Li2N5O13 in a non-equilibrium geometry. The level of theory is ωB97M-V with the def2-TZVPD basis set.

```
102
Properties=species:S:1:pos:R:3:forces:R:3
Li -4.58406 -14.89349 7.29042 -1.0 1.1 -0.3
Li -5.54922 -11.55841 5.70683 -0.5 0.4 0.9
O -5.32724 -13.08775 7.19522 0.3 0.0 0.0
C -6.65029 -12.97821 7.70039 -0.2 -0.7 -0.5
C -7.31345 -11.58702 7.65536 0.4 1.3 0.2
O -7.28942 -10.85873 6.46110 0.4 -1.5 -0.1
H -6.72628 -13.35657 8.73347 0.2 0.3 0.1
H -7.28838 -13.68999 7.14186 -0.2 0.1 -0.2
H -6.83645 -10.96090 8.43498 0.3 -0.2 0.3
H -8.33823 -11.69377 8.06261 0.1 -0.3 -0.2
C -11.45355 -11.14703 6.92088 -0.7 0.4 0.6
O -12.63794 -11.08847 6.58460 0.7 -0.1 0.2
N -11.00093 -10.64053 8.11325 0.0 -0.1 0.0
N -10.49461 -11.70420 6.13969 -1.2 -0.2 -0.4
H -11.64337 -10.25473 8.77807 -0.2 0.0 -0.2
H -10.04432 -10.75149 8.38612 0.1 0.1 0.0
H -10.90688 -11.99476 5.25036 0.8 -0.3 -0.1
H -9.51516 -11.67231 6.35611 0.3 0.1 -0.3
C -13.57600 -18.14649 15.65786 0.1 -0.7 0.4
O -13.87195 -17.56131 14.42032 0.6 -0.2 0.1
C -12.77015 -16.88378 13.83979 -0.4 0.0 -0.6
C -13.06682 -16.76318 12.35395 0.1 -0.1 0.1
N -11.94977 -16.03570 11.72898 -0.9 -0.1 -1.5
C -12.33885 -15.60029 10.35364 0.2 0.1 0.1
C -11.55526 -14.39335 9.88527 0.1 -0.2 0.1
O -10.18052 -14.69949 9.73952 0.1 -0.6 0.2
C -9.39625 -13.56698 9.55529 0.4 1.1 0.2
H -13.27552 -17.42404 16.42314 -0.2 0.2 0.0
H -12.77753 -18.90144 15.61505 0.2 0.2 -0.4
H -14.44471 -18.72118 15.98057 -0.2 0.4 0.1
H -11.79877 -17.38481 13.92496 -0.2 -0.4 0.4
H -12.63862 -15.89561 14.28639 -0.1 0.1 0.0
H -14.04059 -16.29218 12.20000 0.3 0.6 0.1
H -13.24169 -17.74907 11.90250 0.3 -0.2 0.2
H -11.25990 -16.73615 11.47344 0.3 0.1 0.8
H -13.38775 -15.30098 10.31448 0.0 -0.1 0.2
H -12.22488 -16.44324 9.66247 0.0 0.1 -0.2
H -11.66604 -13.63140 10.66592 -0.1 0.2 -0.2
H -11.93939 -14.04692 8.91911 -0.2 0.2 0.1
H -9.66723 -12.75475 10.24544 -0.3 -0.1 0.1
H -9.44755 -13.12741 8.55180 -0.3 -0.4 0.0
H -8.33988 -13.73455 9.77348 -0.2 -0.6 0.0
C -3.65921 -13.36967 10.81531 -0.9 -0.4 -0.3
O -3.05006 -12.96264 12.00299 0.6 -0.1 -0.6
C -2.59549 -11.60621 11.92218 -1.5 -0.3 1.0
C -1.66137 -11.36763 13.08118 0.5 0.4 -0.4
N -2.26860 -11.59701 14.38478 0.4 -0.7 -0.6
C -3.27793 -10.63933 14.77617 0.3 0.7 0.9
C -3.42185 -10.55110 16.29899 0.2 -0.4 -0.4
O -4.64640 -9.91641 16.55119 0.0 0.3 0.1
C -4.89744 -9.72174 17.91365 -0.1 -0.1 0.7
H -3.81058 -14.45187 10.79760 0.5 -0.1 0.3
H -3.11146 -13.05859 9.92302 0.2 0.0 0.0
H -4.69616 -13.01778 10.70518 0.1 0.5 0.1
H -3.50492 -11.00899 12.08601 0.1 0.4 -0.2
H -2.20374 -11.34440 10.93821 0.3 -0.2 0.0
H -1.24708 -10.34866 12.99928 -0.3 0.2 -0.1
H -0.78161 -12.00297 12.94747 -0.2 -0.3 0.3
H -1.47312 -11.66308 15.00507 -0.4 0.2 0.6
H -4.28969 -10.84759 14.42697 0.2 -0.4 -0.4
H -3.01205 -9.63443 14.42084 -0.1 0.1 -0.1
H -2.57312 -10.00136 16.72977 -0.1 0.1 0.1
H -3.43420 -11.55470 16.74847 0.1 0.0 -0.1
H -4.86226 -10.65251 18.49397 -0.1 -0.2 -0.2
H -5.89236 -9.29764 18.02447 0.0 0.0 -0.1
H -4.18524 -9.05882 18.41893 0.1 0.2 -0.3
C -7.64601 -14.89238 3.61409 0.5 -0.5 0.4
O -8.65517 -14.09978 3.08872 -0.3 0.5 0.0
C -8.61309 -12.76819 3.63661 0.1 -0.8 -0.3
C -9.68788 -11.90724 2.99694 1.4 0.0 0.7
N -10.96552 -12.52935 3.21052 -0.3 -0.1 0.0
C -12.02741 -11.95156 2.40302 0.7 -0.1 -1.0
C -13.41099 -12.41239 2.78864 0.4 -0.4 0.5
O -14.33573 -11.81439 1.91024 -0.7 0.6 0.6
C -14.78887 -12.65334 0.87898 0.2 -1.1 0.8
H -6.64105 -14.61026 3.26497 -0.1 0.0 -0.3
H -7.86022 -15.93156 3.36021 0.1 0.0 -0.2
H -7.54854 -14.84379 4.71153 -0.4 0.2 0.0
H -7.61426 -12.37524 3.42864 0.0 0.3 0.1
H -8.75817 -12.87775 4.71338 0.1 0.3 0.0
H -9.36134 -11.70647 1.96607 -0.5 -0.2 -0.2
H -9.60553 -10.95748 3.53797 -0.3 0.1 -0.2
H -10.85524 -13.51910 3.01360 -0.2 0.0 0.0
H -11.83275 -12.13608 1.33169 -0.2 -0.2 0.0
H -11.96721 -10.86163 2.46332 -0.2 0.0 0.4
H -13.50731 -12.17774 3.85697 -0.7 0.7 -0.3
H -13.56732 -13.49900 2.80787 0.4 -0.1 -0.5
H -15.16444 -13.60354 1.29256 0.1 0.0 0.1
H -13.94643 -12.92374 0.23498 -0.3 0.2 -0.5
H -15.66219 -12.23117 0.39107 0.4 0.5 -0.3
O -9.10383 -9.00665 5.43711 0.3 0.2 0.1
H -8.39526 -9.45625 5.95293 -0.3 -0.2 -0.3
H -9.83890 -9.62711 5.45083 0.1 0.0 0.1
O -4.83950 -9.64844 6.21721 0.1 -0.2 0.0
H -5.76198 -9.43088 6.45146 0.1 -0.3 -0.1
H -4.44079 -9.97502 7.04801 0.0 0.1 -0.1
O -5.90588 -16.16189 6.35772 0.5 -0.3 0.1
H -5.58141 -16.98529 5.97020 -0.1 0.1 0.0
H -6.86837 -16.23399 6.32719 0.1 0.3 0.1
O -3.80410 -10.86779 8.54993 0.0 0.0 0.3
H -4.17354 -11.76920 8.53952 -0.3 0.2 -0.4
H -4.32873 -10.38899 9.20458 0.1 -0.1 0.0
```
Forces are in eV/Å.

The calculation puts the relative energy (zero: lowest compared OMol25 entry of this formula, charge and spin) at 0.000 eV. For the HOMO energy, the calculation gives -8.08 eV. As for the HOMO-LUMO gap: 6.7307 eV. The calculation puts the largest force on an atom at 0.035 hartree/bohr. The spin multiplicity is 1.



This record from OMol25 describes a cluster of 10 separate species, C21H62O10 in total in a non-equilibrium geometry. The level of theory is ωB97M-V with the def2-TZVPD basis set.

```
93
Properties=species:S:1:pos:R:3:forces:R:3
C -1.20031 3.31256 -19.03713 -0.1 -0.1 -0.1
C -0.33926 4.33872 -18.30451 -0.6 0.0 -0.1
C -1.13973 5.33419 -17.52766 -1.4 0.9 -0.8
O 0.45917 3.64455 -17.37768 0.8 -0.1 -0.2
H -1.86427 2.85685 -18.30257 -0.2 0.0 -0.1
H -0.59968 2.51134 -19.46772 0.3 0.0 0.2
H -1.76978 3.69571 -19.88389 -0.2 0.4 0.2
H 0.27174 4.88008 -19.02681 0.3 0.0 -0.2
H -1.91317 5.72805 -18.18703 -0.4 -0.2 -0.2
H -0.64821 6.27457 -17.27824 0.6 -0.5 0.6
H -1.67351 4.85960 -16.70429 0.3 0.1 0.2
H 1.11820 3.27700 -17.97114 0.4 -0.4 0.3
C 5.47155 11.02500 -22.69409 0.2 1.2 -0.8
C 6.51558 10.08163 -22.27325 -1.6 -1.9 1.1
C 7.42205 10.66652 -21.23332 1.2 -0.6 0.5
O 5.80013 8.91647 -21.70732 1.0 0.1 -0.6
H 4.85314 11.31665 -21.84520 -0.2 0.0 -0.2
H 4.90455 10.61927 -23.53194 -0.3 0.2 0.2
H 6.04308 11.89006 -23.03045 -0.5 0.5 -0.2
H 7.00419 9.68518 -23.16329 0.5 0.1 0.2
H 7.81392 11.62948 -21.56079 0.1 0.0 0.1
H 8.24969 9.99260 -21.01206 0.4 0.0 -0.5
H 7.01820 10.71728 -20.22217 -0.8 0.4 -0.3
H 4.88503 9.11997 -21.50048 -0.1 0.3 -0.1
C 4.65338 8.95720 -15.14078 -1.4 -0.4 -1.1
C 5.26265 7.55422 -15.53060 2.1 1.8 2.4
C 6.07661 7.11176 -14.29347 -0.4 -0.6 -0.5
O 4.37989 6.55283 -15.97090 -0.5 0.5 0.1
H 5.31261 9.82308 -15.07934 0.6 -0.5 -0.1
H 4.03320 9.00673 -14.24578 0.4 -0.8 0.5
H 3.89816 9.26978 -15.86191 0.1 0.0 -0.6
H 6.08336 7.67846 -16.23707 -0.5 0.3 -0.8
H 6.63026 6.20575 -14.53988 0.1 -0.1 0.0
H 5.41774 6.88498 -13.45527 0.1 0.2 0.2
H 6.81545 7.87694 -14.05531 -0.2 0.0 0.2
H 4.49896 5.80970 -15.37493 -0.4 -0.3 0.0
C 3.64167 5.68625 -19.22427 -0.7 1.1 0.0
C 3.20435 7.19369 -19.26006 3.1 -0.8 -0.5
C 1.94070 7.52330 -18.58459 -0.8 -0.2 0.7
O 4.31031 7.94079 -18.61788 -0.8 -0.1 -0.7
H 4.55190 5.47776 -19.78651 0.0 0.4 0.0
H 2.86355 5.03307 -19.61923 -0.1 -0.1 0.2
H 3.84664 5.48875 -18.17209 -0.2 -0.4 0.0
H 3.21595 7.57868 -20.27974 0.0 -0.1 0.0
H 2.16138 7.70167 -17.53217 -0.2 0.3 0.0
H 1.26789 6.66594 -18.56535 -0.3 0.2 -0.3
H 1.50066 8.40109 -19.05782 -0.3 0.0 0.3
H 4.30588 7.63957 -17.70637 0.1 -0.1 0.2
C 2.74779 6.50193 -22.83291 0.6 0.6 -0.7
C 2.22444 7.82089 -23.46309 -1.3 -1.8 -1.8
C 0.72301 7.80591 -23.72141 -0.3 -0.3 -0.5
O 2.47932 8.91887 -22.71093 0.8 2.0 2.2
H 3.82786 6.58296 -22.71045 0.1 0.2 0.3
H 2.65271 5.62176 -23.46880 -0.5 0.1 -0.1
H 2.30405 6.30846 -21.85630 -0.2 0.0 -0.1
H 2.63105 8.09712 -24.43595 0.7 -0.9 -0.2
H 0.38594 8.66842 -24.29635 0.3 0.3 0.1
H 0.19449 7.84803 -22.76905 -0.3 -0.4 0.1
H 0.42178 6.95702 -24.33521 -0.1 -0.3 0.4
H 1.68183 9.06550 -22.19701 0.1 0.4 0.4
C 6.10551 3.51901 -16.31632 -0.9 -0.1 0.2
C 6.13457 2.47852 -15.21402 1.0 0.7 1.2
C 7.23294 2.64447 -14.16360 1.6 -0.3 -1.2
O 4.99349 2.50061 -14.38103 -1.0 0.0 -0.4
H 7.02700 3.44467 -16.89375 -0.3 0.2 -0.3
H 5.89542 4.54282 -16.00686 0.9 0.0 0.6
H 5.19083 3.40465 -16.89802 0.2 -0.7 -0.7
H 6.28551 1.47971 -15.62352 -0.2 -0.1 -0.4
H 7.13679 1.80489 -13.47514 0.0 0.1 0.4
H 7.25476 3.60991 -13.65808 -0.4 0.0 0.0
H 8.22094 2.49108 -14.59770 0.2 0.1 -0.1
H 5.41539 2.28129 -13.54706 -1.1 0.0 0.4
C 3.29880 13.84153 -18.07527 -0.1 -1.1 -0.8
C 3.46862 13.05794 -19.41389 -0.3 -0.6 0.5
C 3.38691 11.53803 -19.34205 1.5 0.1 0.6
O 2.48294 13.36952 -20.33367 -1.5 1.5 -1.0
H 3.25589 14.91011 -18.28596 0.0 0.0 0.1
H 4.08086 13.61955 -17.34918 0.2 0.1 -0.2
H 2.36205 13.49638 -17.63770 -0.1 0.3 0.0
H 4.38185 13.36326 -19.92467 0.7 -0.3 0.5
H 4.37279 11.32889 -18.92685 0.0 -1.1 0.1
H 3.28727 11.08718 -20.32943 0.3 0.3 -0.1
H 2.61407 11.04681 -18.75085 -0.1 0.6 0.4
H 2.73415 14.23571 -20.66262 -0.6 0.2 -0.3
O 2.82032 2.49189 -18.49606 -0.1 0.1 -0.1
H 3.57138 1.93295 -18.69537 0.2 -0.1 -0.2
H 2.61738 2.30346 -17.57980 0.1 -0.1 0.5
O 6.75533 7.13154 -20.01129 0.9 -1.0 0.4
H 6.03759 7.29208 -19.39866 -0.4 0.3 0.2
H 6.51189 7.61798 -20.79891 -0.2 0.4 -0.3
O 1.65907 7.16743 -14.98333 -0.3 0.0 0.3
H 2.45814 7.23261 -15.50628 0.5 -0.2 -0.1
H 1.08168 7.84120 -15.34234 -0.2 0.1 0.0
```
Forces are in eV/Å.

The calculation puts the relative energy (zero: lowest compared OMol25 entry of this formula, charge and spin) at 2.365 eV. For the HOMO energy, the calculation gives -9.65 eV. Its SMILES is CC(C)O.CC(C)O.CC(C)O.CC(C)O.CC(C)O.CC(C)O.CC(C)O.O.O.O. As for the HOMO-LUMO gap: 10.1928 eV. The calculation puts the largest force on an atom at 0.071 hartree/bohr. The spin multiplicity is 1.



This record from OMol25 describes a cluster of 7 separate species, C21H63N6O6 in total in a non-equilibrium geometry. The level of theory is ωB97M-V with the def2-TZVPD basis set.

```
96
Properties=species:S:1:pos:R:3:forces:R:3
N -0.23219 0.31249 0.30576 -6.7 -2.2 1.3
H -0.92964 -0.62334 0.58383 2.9 2.9 -0.6
H -0.19383 0.94796 1.09823 0.7 -0.2 0.2
H -0.92858 0.77845 -0.31081 1.0 0.0 0.0
H 0.58123 0.09679 -0.18267 2.0 -0.6 -1.1
C 0.78968 2.18569 -3.08808 -3.2 0.1 2.0
C 0.59956 0.81494 -3.62131 -0.4 1.8 -2.4
C 1.44949 0.59910 -4.94671 -0.3 -5.7 8.9
O 1.31196 -0.75673 -5.19556 -0.9 -0.9 1.3
C 2.15094 -1.26865 -6.16460 -1.4 0.4 -1.3
N 1.10596 0.02431 -2.63712 3.1 -4.6 3.0
H 0.42688 2.31111 -1.96917 0.0 -0.3 -2.4
H 0.29942 2.76317 -3.80881 -1.0 2.0 -0.5
H 1.74153 2.50303 -3.03009 3.7 0.8 -0.1
H -0.53848 0.72164 -3.79082 1.8 -0.5 0.0
H 2.38514 0.98732 -5.03869 3.8 0.5 1.5
H 1.12219 1.05870 -5.63392 -5.9 6.2 -9.7
H 2.40511 -0.36874 -6.77103 -0.5 -1.2 -1.2
H 1.59380 -2.20050 -6.56671 1.4 1.8 -0.1
H 3.08338 -1.46509 -5.73991 1.7 -1.2 0.8
H 2.17684 0.16232 -2.63801 -2.1 0.0 0.3
H 1.04216 -0.99382 -2.85050 -0.2 1.0 0.0
C -1.21598 5.38938 1.37537 0.1 2.4 3.2
C -1.01098 3.90773 1.53820 -2.2 -0.3 2.9
C -2.33015 3.27052 2.03693 -1.2 10.9 0.6
O -2.48676 3.79686 3.38525 -2.2 -1.9 -1.3
C -3.89816 3.62849 3.82881 4.7 8.1 2.6
N -0.80971 3.34297 0.30734 3.1 -0.2 -4.8
H -2.31754 5.56891 0.98291 2.4 0.0 0.8
H -0.40477 5.85027 0.72042 -1.2 -0.5 0.7
H -1.05542 5.85773 2.53452 -0.8 -0.8 -3.4
H -0.29315 3.56625 2.30215 0.3 0.5 -0.4
H -2.47422 2.35647 1.92631 -0.3 -8.7 -0.3
H -3.27690 3.67008 1.34874 2.2 -0.4 1.4
H -4.54509 4.37851 3.32562 0.6 0.2 0.3
H -3.74927 3.90438 4.92864 -1.0 -0.7 -1.5
H -4.36626 2.82704 3.63210 -2.5 -6.8 -1.1
H 0.13420 3.73461 -0.07577 -1.8 -1.1 0.7
H -1.44892 3.91208 -0.26296 0.0 -0.9 -0.5
C 2.32652 -3.06372 1.51784 -1.0 -0.3 1.4
C 1.85344 -3.51497 0.07124 0.0 2.2 1.0
C 1.78066 -5.00121 -0.15358 3.4 0.8 -3.2
O 3.22489 -5.38698 -0.30768 -3.1 -0.2 1.7
C 3.34755 -6.80468 -0.19935 5.9 2.9 -6.3
N 0.54058 -2.97987 -0.24506 -1.6 0.1 3.0
H 3.18677 -3.60065 1.92483 0.0 -0.4 -0.6
H 1.55682 -3.20600 2.39250 0.8 0.1 -1.9
H 2.65356 -2.01279 1.63741 -0.5 -0.3 -0.7
H 2.38132 -2.85814 -0.65712 1.1 -1.6 0.3
H 1.21271 -5.22201 -1.10824 0.9 0.4 0.3
H 1.17380 -5.54956 0.50358 -0.1 -0.7 2.0
H 3.03297 -7.13538 -1.21423 -0.2 -0.9 1.0
H 2.98375 -7.24260 0.59286 -2.4 -2.2 4.2
H 4.54289 -6.91425 -0.20178 -2.6 -0.3 0.1
H -0.06859 -3.41196 0.53695 0.3 0.8 -2.5
H 0.38391 -3.27418 -1.20105 -1.1 -0.2 0.3
C 4.24484 2.88334 0.23733 2.5 -1.0 -3.6
C 3.16405 1.82212 0.12789 2.1 1.0 -0.8
C 3.72457 0.54479 -0.54191 1.7 1.3 1.6
O 4.04548 0.76268 -1.94423 0.4 -1.1 1.4
C 4.79920 -0.27496 -2.66139 4.3 7.2 0.9
N 2.74219 1.48917 1.42316 -1.2 -5.3 -0.5
H 4.00521 3.81079 0.64997 -0.9 1.4 0.9
H 4.62280 3.13796 -0.85051 -0.5 -0.5 2.0
H 5.12973 2.47849 0.78103 -0.6 0.2 -0.3
H 2.32529 2.26820 -0.35001 -0.8 0.0 -1.0
H 3.08053 -0.22961 -0.16167 -0.9 -1.0 -1.3
H 4.59532 0.34481 0.20054 -0.3 0.2 -1.9
H 5.05947 0.11494 -3.63486 -0.6 0.4 -0.4
H 4.28529 -1.04525 -2.73779 -4.9 -7.2 -0.7
H 5.79584 -0.55017 -2.32679 0.0 0.3 1.2
H 2.72185 2.20863 1.98535 -1.3 5.8 3.0
H 3.44011 1.07150 2.00424 1.1 -1.7 -0.4
C -3.55237 -2.99153 0.53165 -2.1 -0.3 -5.7
C -4.28949 -1.62152 0.45232 -1.9 -0.4 1.3
C -5.65163 -1.70933 1.16946 -0.5 -1.6 1.7
O -6.02678 -0.45533 1.53008 1.1 3.1 -0.5
C -7.33848 -0.08199 1.67594 2.4 -4.3 3.9
N -3.44237 -0.63736 1.05795 1.4 1.3 3.6
H -3.16285 -3.36665 1.41188 0.4 -0.1 2.3
H -2.71887 -2.74708 -0.16359 -0.1 -1.0 0.3
H -4.22849 -3.90383 0.03326 1.8 2.5 1.2
H -4.56570 -1.18994 -0.52755 0.5 -1.0 -0.1
H -5.62392 -2.28533 2.25895 0.0 0.3 -2.9
H -6.38279 -2.04338 0.40986 0.1 -0.9 0.7
H -8.02233 -0.20570 1.02260 -3.6 -0.2 -6.8
H -7.44674 0.79703 2.10837 0.0 4.1 2.0
H -7.85261 -0.82404 2.27445 0.2 -0.4 1.8
H -3.19885 -1.09388 1.95654 0.8 -0.1 -0.6
H -3.90618 0.16200 1.60026 -0.2 -1.0 -2.1
C -0.22840 0.78067 3.82741 -1.2 1.5 0.7
O -0.84902 -0.27783 3.29329 -0.1 -2.1 -2.9
H 0.20878 0.66318 4.72919 0.9 -1.4 3.8
H -0.94895 1.51095 4.01351 -0.8 2.2 -0.2
H 0.65005 1.06420 3.40974 2.2 1.2 -3.0
H -1.21080 -0.75425 3.99708 -1.0 -1.4 1.4
```
Forces are in eV/Å.

The calculation puts the relative energy (zero: lowest compared OMol25 entry of this formula, charge and spin) at 0.452 eV. For the HOMO energy, the calculation gives -11.59 eV. The net charge is +1. As for the HOMO-LUMO gap: 9.7876 eV. The calculation puts the largest force on an atom at 0.251 hartree/bohr. The spin multiplicity is 1.



E across the listed records, respectively: -2103.628781, -1589.598725, -1617.076810 a.u..